Formula: C4H9ClN
Source: OMol25
Level of theory: the ωB97M-V functional and the def2-TZVPD basis

ΔE to the lowest compared entry with this formula, charge and spin: 321.1 kJ/mol
maximum force: 9.5 eV/Å
E_HOMO: -13.6 eV
Kohn-Sham gap: 0.374 Eh

Structure (ORCA input):
```
! RIJCOSX wB97M-V def2-TZVPD def2/J DEFGRID3
* xyz 1 1
C 1.42944 -0.74845 1.36076
C 0.69185 -1.55484 0.55894
C 0.05935 -2.38198 -0.17946
C -1.29486 0.98905 -0.16371
N -0.14262 1.59083 -1.00770
Cl 1.91111 0.90544 0.95097
H 2.23729 -1.06225 1.97476
H -1.13255 1.35036 0.67180
H 0.54900 -3.12244 -0.85982
H -0.87946 -2.65908 0.28187
H -1.28533 0.01163 0.26201
H -2.29466 1.36225 -0.37681
H 0.11804 1.21862 -1.96429
H 0.71630 1.54939 -0.30064
H -0.68290 2.55146 -1.20866
*
```

Formula: C6H8O2
Source: OMol25
Level of theory: the ωB97M-V functional and the def2-TZVPD basis

ΔE to the lowest compared entry with this formula, charge and spin: 746.2 kJ/mol
maximum force: 8.4 eV/Å
E_HOMO: -8.1 eV
Kohn-Sham gap: 0.254 Eh

Structure (ORCA input):
```
! RIJCOSX wB97M-V def2-TZVPD def2/J DEFGRID3
* xyz 0 1
C 1.14535 -1.03640 -0.35183
C 0.06728 -0.61761 0.44439
C -2.03043 -0.34815 -0.23306
C -1.51060 0.79673 -0.41462
C -0.20849 0.83002 0.20812
C 0.59572 1.86926 0.28350
H 3.35521 -1.23784 -0.29111
H 0.86730 -0.97425 -1.35572
H 1.67249 -2.12069 -0.31839
H 0.37082 -0.80411 1.49363
H -3.13792 -0.63359 -0.21478
H -1.95633 1.93180 -0.62843
H 0.27801 2.83983 -0.34668
H 1.65714 1.86562 0.42338
O 2.29045 -0.01991 -0.12485
O -1.22292 -1.20883 0.32724
*
```

Formula: C20H21CoF5N6O2STe
Source: OMol25
Level of theory: the ωB97M-V functional and the def2-TZVPD basis

ΔE to the lowest compared entry with this formula, charge and spin: 8.0 kJ/mol
maximum force: 5.5 eV/Å
E_HOMO (spin up / spin down): -7.3 / -7.8 eV
Kohn-Sham gap (spin up / spin down): 0.249 / 0.266 Eh

Structure (ORCA input):
```
! RIJCOSX wB97M-V def2-TZVPD def2/J DEFGRID3
* xyz 0 4
Co -0.14819 -0.83808 -0.39313
O 3.79021 0.14676 0.01127
C 2.54722 0.15290 -0.27512
N 1.77810 -0.89461 -0.60983
C 2.42224 -2.18314 -0.73375
C 1.29921 -3.21056 -0.93422
C 1.55889 -4.54807 -1.20690
C 0.48800 -5.36369 -1.49677
C -0.81411 -4.89848 -1.29330
C -1.00582 -3.61395 -0.84176
N 0.06358 -2.78041 -0.75519
C 1.70757 1.35151 -0.35800
C 2.19718 2.59592 -0.76862
C 1.36435 3.72284 -0.65164
C -0.00841 3.51106 -0.39798
C -0.46240 2.19082 -0.25049
N 0.37842 1.13622 -0.08408
H 3.00080 -2.45074 0.14388
H 3.05536 -2.26478 -1.64516
H 2.56469 -4.90699 -1.17398
H 0.64865 -6.40031 -1.77800
H -1.62215 -5.61529 -1.40358
H -1.95695 -3.21007 -0.62506
H 3.22955 2.66871 -1.14762
H 1.86822 4.71478 -0.75990
H -0.72189 4.35524 -0.22594
H -1.48621 1.95222 -0.25216
F -4.16956 0.40988 0.21225
Te -3.47306 -0.74357 -1.23123
F -2.85914 -1.80098 -2.59819
F -4.25069 -2.23923 -0.46691
F -5.10367 -0.45951 -2.13019
F -2.89692 0.82636 -2.17296
O -2.00200 -0.91911 -0.02598
C 2.26482 2.67430 4.27157
C 1.04130 1.96880 3.76939
C -0.09415 2.74120 3.49360
C -1.20931 2.19014 2.86450
N -1.23710 0.86758 2.65589
C -0.17181 0.10252 2.79418
S 0.02202 -1.41731 2.04683
N 0.92851 0.63612 3.45073
C -2.39609 2.95026 2.42761
H 2.07465 3.70923 4.23757
H 3.18039 2.38726 3.75737
H 2.36427 2.34883 5.34896
H -0.14544 3.78773 3.73242
H 1.82164 0.15675 3.46838
H -2.14703 3.93998 1.98045
H -3.07438 3.23244 3.24681
H -3.01777 2.37636 1.70983
C -0.24315 -0.92057 -4.96069
C -0.03825 -0.62322 -3.56694
N -0.07347 -0.49560 -2.42421
H 0.73668 -1.12303 -5.42772
H -0.66819 -0.07845 -5.48299
H -0.89921 -1.80495 -5.07334
*
```

Formula: C32H31BrEuN5O4
Source: OMol25
Level of theory: the ωB97M-V functional and the def2-TZVPD basis

maximum force: 1.4 eV/Å
E_HOMO (spin up / spin down): -2.2 / -4.4 eV
Kohn-Sham gap (spin up / spin down): 0.162 / 0.244 Eh

Structure (ORCA input):
```
! RIJCOSX wB97M-V def2-TZVPD def2/J DEFGRID3
* xyz -1 8
Eu 0.09200 0.09462 -0.00628
C 4.38698 -0.63702 1.61521
C 3.35283 -0.11999 0.64166
O 2.13619 -0.29383 0.95916
C 3.77511 0.51552 -0.53558
C 2.97896 1.05351 -1.57960
C 3.71632 1.75833 -2.69031
N 1.65597 0.95578 -1.62657
N 1.08929 1.51593 -2.77415
C -0.20635 1.60053 -2.66196
O -0.91009 1.25756 -1.63666
C -0.95384 2.11929 -3.85175
C -2.34258 2.14105 -3.82942
C -3.05294 2.60169 -4.93260
C -2.38345 3.04713 -6.06073
C -0.99100 3.03244 -6.08562
C -0.28248 2.57072 -4.98986
H 3.87727 -1.14894 2.42824
H 4.97226 0.18587 2.03338
H 5.09038 -1.31923 1.13188
H 4.84494 0.63632 -0.65336
H 4.79079 1.70527 -2.52290
H 3.41365 2.80636 -2.74736
H 3.47062 1.32735 -3.66262
H -2.84935 1.79437 -2.93847
H -4.13615 2.61439 -4.90703
H -2.93861 3.40691 -6.91891
H -0.45900 3.38429 -6.96162
H 0.79887 2.54854 -4.98790
Br 1.02427 1.62326 7.39623
C 0.66032 1.65730 5.51839
C 1.09527 2.72221 4.75383
C 0.81159 2.71320 3.38956
C 0.10959 1.67376 2.78070
O -0.12412 1.70589 1.48366
C -0.32899 0.57542 3.58119
C -1.06589 -0.58525 3.12065
N -1.34845 -0.90048 1.85946
C -2.08594 -2.00684 1.57436
C -2.72168 -2.84567 2.53494
C -3.38834 -3.99498 2.13920
C -3.50851 -4.38346 0.81749
C -2.97222 -3.54180 -0.18862
C -3.07178 -3.81402 -1.55935
C -2.55162 -2.93948 -2.49528
C -1.92997 -1.78462 -2.04258
N -1.79885 -1.50218 -0.75079
C -2.28437 -2.34206 0.18335
C -0.03591 0.60611 4.95366
H 1.64430 3.54240 5.19557
H 1.14158 3.53160 2.76185
H -1.34416 -1.26718 3.91894
H -2.69334 -2.58879 3.58227
H -3.84517 -4.61566 2.90468
H -4.03352 -5.28837 0.53780
H -3.57937 -4.71995 -1.87627
H -2.63614 -3.13114 -3.55718
H -1.51572 -1.05655 -2.73220
H -0.35887 -0.22302 5.57176
C 0.51262 -4.73735 -0.03574
N 1.51918 -4.28934 -0.99030
C 2.26712 -5.29817 -1.71230
C 1.59084 -2.97717 -1.31628
C 2.57219 -2.55907 -2.37887
O 0.87672 -2.15140 -0.75955
H 0.95777 -5.46364 0.64513
H -0.33778 -5.19622 -0.54719
H 0.14611 -3.88784 0.53065
H 2.19060 -6.23529 -1.16396
H 3.32393 -5.04198 -1.78499
H 1.87899 -5.46921 -2.72096
H 2.41494 -3.12272 -3.30010
H 3.59714 -2.73784 -2.04835
H 2.43955 -1.49600 -2.56129
*
```

Formula: C4H12NO2P
Source: OMol25
Level of theory: the ωB97M-V functional and the def2-TZVPD basis

ΔE to the lowest compared entry with this formula, charge and spin: 172.1 kJ/mol
SMILES: CC(C)(C)O[P@@H](=N)O
maximum force: 3.6 eV/Å
E_HOMO: -9.3 eV
Kohn-Sham gap: 0.372 Eh

Structure (ORCA input):
```
! RIJCOSX wB97M-V def2-TZVPD def2/J DEFGRID3
* xyz 0 1
C -0.85941 -0.65427 -1.29121
C 0.18750 -0.54784 -0.17416
C 1.50515 0.10810 -0.56424
C 0.40047 -1.92255 0.48893
O -0.42696 0.30594 0.84174
P -0.27570 1.84214 1.31314
N -1.10423 2.87579 0.45357
O -1.20316 1.72064 2.54950
H -1.73054 -0.99048 -0.87048
H -1.17891 0.32431 -1.78560
H -0.63065 -1.39458 -2.16659
H 2.44504 -0.34015 -0.11776
H 1.50713 1.15468 -0.27247
H 1.71434 0.12360 -1.57147
H 1.39408 -1.92467 0.87445
H -0.37360 -2.19288 1.17648
H 0.47299 -2.65212 -0.41810
H 1.17137 1.75771 1.99970
H -0.80542 2.91206 -0.50650
H -1.95115 2.27330 2.24120
*
```

Formula: C9H14N6
Source: OMol25
Level of theory: the ωB97M-V functional and the def2-TZVPD basis

ΔE to the lowest compared entry with this formula, charge and spin: 80.8 kJ/mol
SMILES: CN(C)CCNc1nncc2cncn12
maximum force: 3.4 eV/Å
E_HOMO: -8.3 eV
Kohn-Sham gap: 0.324 Eh

Structure (ORCA input):
```
! RIJCOSX wB97M-V def2-TZVPD def2/J DEFGRID3
* xyz 0 1
C -2.93311 1.19212 1.38230
N -3.38142 -0.04341 0.73033
C -4.37618 0.23911 -0.22031
C -2.30600 -0.83690 0.20312
C -1.54450 -0.14828 -0.95146
N -0.42349 -0.95288 -1.24816
C 0.78270 -0.90982 -0.54297
N 1.18584 -2.01963 -0.03796
N 2.37303 -2.03467 0.64536
C 2.97766 -0.94914 0.92683
C 2.60845 0.29791 0.45766
C 3.03922 1.63117 0.37737
N 2.26319 2.39585 -0.37833
C 1.39814 1.53913 -0.92947
N 1.50056 0.27882 -0.46840
H -3.70520 1.59874 2.01091
H -1.98347 0.94598 1.92237
H -2.77371 2.02171 0.65200
H -5.23813 0.72614 0.26905
H -4.02344 0.96644 -1.03838
H -4.77270 -0.67578 -0.68121
H -1.55462 -1.13194 0.98092
H -2.78262 -1.72276 -0.24955
H -2.16032 -0.02577 -1.87183
H -1.14494 0.76868 -0.59464
H -0.63924 -1.92831 -1.26907
H 3.82586 -1.06091 1.60930
H 3.83969 2.06944 0.91877
H 0.61068 1.74791 -1.57694
*
```

What did the first record say?
Formula: C4H9ClN
Source: OMol25
Level of theory: the ωB97M-V functional and the def2-TZVPD basis

ΔE to the lowest compared entry with this formula, charge and spin: 321.1 kJ/mol
maximum force: 9.5 eV/Å
E_HOMO: -13.6 eV
Kohn-Sham gap: 0.374 Eh

Structure (ORCA input):
```
! RIJCOSX wB97M-V def2-TZVPD def2/J DEFGRID3
* xyz 1 1
C 1.42944 -0.74845 1.36076
C 0.69185 -1.55484 0.55894
C 0.05935 -2.38198 -0.17946
C -1.29486 0.98905 -0.16371
N -0.14262 1.59083 -1.00770
Cl 1.91111 0.90544 0.95097
H 2.23729 -1.06225 1.97476
H -1.13255 1.35036 0.67180
H 0.54900 -3.12244 -0.85982
H -0.87946 -2.65908 0.28187
H -1.28533 0.01163 0.26201
H -2.29466 1.36225 -0.37681
H 0.11804 1.21862 -1.96429
H 0.71630 1.54939 -0.30064
H -0.68290 2.55146 -1.20866
*
```